# 1
The following is a DFT calculation (wB97M-V/def2-TZVPD) of a 11-piece molecular cluster, C15H44O15 overall.

Summary:
Total energy ... -46976.5846 eV
Strongest force on any atom ... 3.7 eV/A
HOMO energy ... -10.019 eV
Orbital gap ... 10.6 eV

Atoms and positions in Å:
O: 13.974 10.232 16.851
C: 13.029 9.961 17.572
O: 13.030 9.659 18.917
C: 11.635 9.617 19.316
C: 10.883 9.321 18.025
O: 11.756 9.913 17.056
H: 11.563 8.838 20.093
H: 11.309 10.610 19.608
H: 9.909 9.816 17.899
H: 10.779 8.236 17.794
O: 10.584 2.093 15.921
C: 10.317 2.349 17.039
O: 9.713 1.454 17.897
C: 9.391 2.214 19.019
C: 10.417 3.236 19.148
O: 10.595 3.516 17.722
H: 8.385 2.735 18.914
H: 9.399 1.609 19.927
H: 11.404 2.879 19.554
H: 10.125 4.085 19.652
C: 6.451 1.852 16.913
O: 7.366 2.795 16.238
H: 5.560 2.306 17.405
H: 6.083 1.179 16.174
H: 7.059 1.324 17.665
H: 7.694 2.494 15.401
C: 6.824 2.569 13.006
O: 7.663 1.709 13.724
H: 5.920 2.555 13.571
H: 7.193 3.625 12.986
H: 6.683 2.305 11.970
H: 8.528 1.753 13.368
C: 13.225 5.707 15.978
O: 12.115 5.824 16.936
H: 14.161 5.536 16.475
H: 12.966 5.093 15.133
H: 13.373 6.751 15.536
H: 11.612 5.021 17.099
C: 6.275 5.787 15.534
O: 7.374 5.396 16.337
H: 6.528 6.114 14.517
H: 5.438 5.078 15.539
H: 5.801 6.625 16.044
H: 7.426 4.409 16.196
C: 6.594 7.182 22.057
O: 7.145 6.681 20.903
H: 5.606 6.710 22.260
H: 7.292 7.051 22.880
H: 6.310 8.211 21.862
H: 6.462 6.401 20.248
C: 7.744 3.706 22.984
O: 8.054 4.085 21.664
H: 7.310 2.782 22.903
H: 8.531 3.859 23.710
H: 6.928 4.370 23.419
H: 7.826 5.055 21.565
C: 11.107 0.940 11.837
O: 10.165 1.904 12.247
H: 11.571 0.385 12.637
H: 10.667 0.169 11.201
H: 11.987 1.314 11.295
H: 10.706 2.488 12.822
C: 10.168 4.805 13.138
O: 9.072 4.920 14.028
H: 9.839 4.315 12.159
H: 10.547 5.835 13.002
H: 10.995 4.212 13.585
H: 9.270 5.360 14.873
C: 4.570 5.411 18.785
O: 5.992 5.357 18.988
H: 4.427 5.081 17.805
H: 4.124 4.657 19.507
H: 4.276 6.426 18.969
H: 6.383 5.292 18.135

***

# 2
The following is a DFT calculation (wB97M-V/def2-TZVPD) of C4H5EuO2 as an isolated structure.

Summary:
Energy above the lowest of the compared OMol25 structures with the same formula, charge and spin ... 0.00 kJ/mol
Total energy ... -27647.6362 eV
Strongest force on any atom ... 3.5 eV/A
Multiplicity ... 9
HOMO energy (spin up / spin down) ... -5.054 / -9.078 eV
Orbital gap (spin up / spin down) ... 5.2 / 9.0 eV

Atoms and positions in Å:
H: -1.315 -1.928 1.510
O: -1.671 -1.084 1.225
Eu: -0.593 0.901 1.291
O: -2.534 1.937 -4.557
C: -2.104 0.955 -4.006
C: -1.014 1.006 -2.956
C: -1.360 0.243 -1.748
C: -2.152 -0.423 -1.056
H: -2.677 0.000 -3.998
H: -0.724 2.054 -2.798
H: -0.112 0.647 -3.484
H: -3.162 -0.443 -0.663

***

# 3
The following is a DFT calculation (wB97M-V/def2-TZVPD) of one molecule with the formula C2H2F2O.

Summary:
Energy above the lowest of the compared OMol25 structures with the same formula, charge and spin ... 363.63 kJ/mol
Total energy ... -9584.2388 eV
Strongest force on any atom ... 4.0 eV/A
HOMO energy (spin up / spin down) ... -8.410 / -8.212 eV
Orbital gap (spin up / spin down) ... 9.0 / 8.6 eV

Atoms and positions in Å:
C: 1.045 -0.686 -0.160
C: -1.229 0.541 -0.053
O: -0.232 -0.334 -0.001
F: 1.852 0.421 -0.148
F: -2.354 -0.150 -0.128
H: 1.189 -1.582 0.365
H: -1.260 1.435 -0.530

***

# 4
The following is a DFT calculation (wB97M-V/def2-TZVPD) of C39H43Cl3N7O2V as an isolated structure.

Summary:
Energy above the lowest of the compared OMol25 structures with the same formula, charge and spin ... 96.51 kJ/mol
Total energy ... -118914.8408 eV
Strongest force on any atom ... 5.5 eV/A
Multiplicity ... 2
HOMO energy (spin up / spin down) ... -11.190 / -11.190 eV
Orbital gap (spin up / spin down) ... 7.5 / 7.8 eV
Charge ... +1

Atoms and positions in Å:
O: 2.989 22.003 15.526
V: 3.706 20.883 14.702
C: 4.749 17.917 17.595
C: 3.440 18.269 16.924
C: 2.255 18.275 17.887
O: 3.482 19.488 16.224
H: 5.114 18.651 18.325
H: 5.584 17.848 16.895
H: 4.635 17.004 18.183
H: 3.186 17.518 16.155
H: 2.240 19.156 18.537
H: 2.337 17.429 18.574
H: 1.310 18.291 17.348
N: 5.633 21.631 15.583
C: 6.577 22.102 14.758
C: 7.889 22.343 15.124
C: 8.303 21.998 16.398
C: 7.348 21.466 17.260
C: 6.060 21.290 16.813
H: 6.184 22.566 13.856
H: 8.621 22.599 14.370
H: 9.353 22.088 16.639
H: 7.582 21.230 18.288
H: 5.316 20.739 17.375
N: 4.958 19.384 13.466
C: 5.918 18.717 14.123
C: 6.655 17.689 13.571
C: 6.476 17.366 12.234
C: 5.508 18.067 11.536
C: 4.734 18.998 12.203
H: 6.127 18.977 15.152
H: 7.401 17.263 14.228
H: 7.083 16.645 11.704
H: 5.312 17.822 10.502
H: 4.012 19.606 11.669
N: 1.835 20.129 13.834
C: 1.561 18.828 13.711
C: 0.376 18.296 13.213
C: -0.561 19.255 12.882
C: -0.277 20.608 12.807
C: 0.922 21.000 13.347
H: 2.220 18.120 14.205
H: 0.180 17.237 13.255
H: -1.503 18.906 12.469
H: -0.993 21.244 12.312
H: 1.302 22.014 13.349
N: -3.092 17.292 14.037
C: -3.064 15.990 13.725
C: -2.292 15.063 14.397
C: -1.437 15.537 15.382
C: -1.435 16.881 15.724
C: -2.247 17.720 14.965
H: -3.779 15.753 12.946
H: -2.207 14.019 14.129
H: -0.804 14.849 15.930
H: -0.729 17.219 16.470
H: -2.159 18.782 15.170
N: 4.160 24.233 19.544
C: 4.295 22.925 19.374
C: 3.239 22.109 18.963
C: 2.056 22.711 18.645
C: 1.918 24.088 18.677
C: 3.036 24.805 19.072
H: 5.249 22.470 19.622
H: 3.405 21.043 18.872
H: 1.287 22.099 18.187
H: 1.015 24.612 18.401
H: 3.022 25.879 19.221
N: -0.687 16.481 19.167
C: -1.113 16.590 20.428
C: -0.790 15.666 21.410
C: 0.178 14.729 21.116
C: 0.729 14.656 19.848
C: 0.177 15.503 18.894
H: -1.855 17.357 20.632
H: -1.220 15.733 22.400
H: 0.580 14.099 21.902
H: 1.447 13.906 19.550
H: 0.505 15.472 17.860
N: 4.991 12.189 15.483
C: 5.227 12.582 16.739
C: 5.566 13.876 17.081
C: 5.680 14.821 16.075
C: 5.335 14.454 14.783
C: 4.959 13.138 14.551
H: 5.062 11.785 17.454
H: 5.809 14.153 18.099
H: 6.027 15.829 16.251
H: 5.299 15.200 13.999
H: 4.776 12.788 13.540
C: -1.516 19.852 18.832
Cl: -3.205 19.408 18.526
Cl: -1.483 21.016 20.173
Cl: -0.821 20.378 17.313
H: -0.968 18.995 19.202

***

# 5
The following is a DFT calculation (wB97M-V/def2-TZVPD) of C5H10O2 as an isolated structure.

Summary:
Energy above the lowest of the compared OMol25 structures with the same formula, charge and spin ... 465.97 kJ/mol
Total energy ... -9438.2136 eV
Strongest force on any atom ... 6.6 eV/A
HOMO energy ... -8.177 eV
Orbital gap ... 9.0 eV

Atoms and positions in Å:
C: 0.759 -1.400 1.244
C: -0.820 -0.102 -0.206
C: 0.362 0.315 0.460
C: -1.010 1.527 -1.182
C: -1.021 1.441 -2.511
O: 0.973 -1.195 2.616
O: 1.922 -1.826 0.628
H: 0.375 -0.510 2.940
H: 2.676 -1.796 1.236
H: 0.010 -2.184 1.100
H: -1.719 -0.187 0.399
H: -0.696 -0.875 -0.961
H: 0.238 1.042 1.260
H: 1.236 0.495 -0.163
H: -1.183 2.489 -0.700
H: -1.272 2.280 -3.159
H: -0.830 0.486 -3.002

***

# 6
The following is a DFT calculation (wB97M-V/def2-TZVPD) of C48H34N6NiO as an isolated structure.

Summary:
Energy above the lowest of the compared OMol25 structures with the same formula, charge and spin ... 0.00 kJ/mol
Total energy ... -102360.3360 eV
Strongest force on any atom ... 0.9 eV/A
Multiplicity ... 3
HOMO energy (spin up / spin down) ... -4.867 / -7.388 eV
Orbital gap (spin up / spin down) ... 4.7 / 7.2 eV

Atoms and positions in Å:
Ni: -0.572 1.465 1.168
C: -3.467 4.324 2.061
C: -4.596 3.536 2.251
C: -4.501 2.159 2.162
C: -3.273 1.553 1.885
C: -2.148 2.350 1.694
C: -2.243 3.730 1.785
C: -3.098 0.092 1.764
C: -4.159 -0.808 2.044
C: -3.944 -2.143 1.956
C: -2.667 -2.625 1.588
C: -2.382 -4.005 1.484
C: -1.133 -4.427 1.129
C: -0.122 -3.480 0.870
C: -0.370 -2.139 0.966
C: -1.656 -1.675 1.324
N: -1.895 -0.328 1.420
H: -3.541 5.402 2.128
H: -5.551 3.998 2.466
H: -5.395 1.565 2.303
H: -1.360 4.342 1.641
H: -5.125 -0.427 2.338
H: -4.736 -2.851 2.173
H: -3.173 -4.716 1.690
H: -0.914 -5.484 1.051
H: 0.868 -3.817 0.590
H: 0.408 -1.420 0.777
C: 2.845 -3.405 -10.990
O: 3.575 -3.584 -9.792
C: 3.084 -3.008 -8.664
C: 1.908 -2.268 -8.607
C: 1.506 -1.712 -7.402
C: 2.253 -1.882 -6.244
C: 3.425 -2.637 -6.316
C: 3.839 -3.195 -7.508
C: 1.789 -1.264 -4.999
N: 0.660 -0.611 -4.859
C: 0.631 -0.208 -3.547
C: 1.763 -0.624 -2.886
N: 2.499 -1.299 -3.830
C: 2.047 -0.347 -1.507
C: 3.169 -0.701 -0.793
C: 3.273 -0.320 0.567
C: 2.234 0.363 1.152
N: 1.116 0.695 0.490
C: 1.015 0.383 -0.848
C: -0.147 0.815 -1.498
N: -1.048 1.529 -0.739
C: -2.148 1.998 -1.337
C: -2.431 1.790 -2.670
C: -1.539 1.044 -3.455
C: -0.392 0.556 -2.878
H: 3.404 -3.921 -11.765
H: 2.760 -2.346 -11.249
H: 1.845 -3.840 -10.915
H: 1.300 -2.117 -9.487
H: 0.596 -1.129 -7.349
H: 4.034 -2.804 -5.436
H: 4.746 -3.781 -7.568
H: 3.391 -1.735 -3.688
H: 3.971 -1.259 -1.261
H: 4.150 -0.563 1.149
H: 2.260 0.659 2.194
H: -2.825 2.564 -0.710
H: -3.337 2.204 -3.089
H: -1.732 0.852 -4.502
N: 0.033 2.007 2.760
C: 0.213 1.848 3.990
C: 1.239 2.685 4.693
C: 2.069 2.117 5.655
C: 3.110 2.853 6.206
C: 3.315 4.167 5.815
C: 2.478 4.744 4.868
C: 1.452 4.004 4.304
C: -0.562 0.868 4.820
C: -1.071 1.240 6.061
C: -1.841 0.351 6.796
C: -2.094 -0.923 6.306
C: -1.572 -1.306 5.078
C: -0.811 -0.413 4.341
H: 1.905 1.093 5.967
H: 3.762 2.396 6.940
H: 4.126 4.741 6.244
H: 2.633 5.771 4.563
H: 0.808 4.432 3.547
H: -0.873 2.234 6.444
H: -2.241 0.652 7.756
H: -2.688 -1.619 6.885
H: -1.752 -2.304 4.695
H: -0.384 -0.705 3.392

***

# 7
The following is a DFT calculation (wB97M-V/def2-TZVPD) of C12H22F2Na3O14P as an isolated structure.

Summary:
Total energy ... -69416.7519 eV
Strongest force on any atom ... 8.5 eV/A
Multiplicity ... 2
HOMO energy (spin up / spin down) ... -17.337 / -17.337 eV
Orbital gap (spin up / spin down) ... 8.7 / 2.8 eV
Charge ... +3

Atoms and positions in Å:
Na: -0.100 -4.749 2.098
Na: 0.511 0.294 5.675
Na: 1.188 1.889 -0.111
O: -0.356 -0.050 3.431
P: -0.230 -0.876 2.191
O: 0.074 -2.343 2.236
F: 0.631 -0.152 0.996
F: -1.733 -0.940 1.576
C: -4.037 -2.992 1.388
C: -4.171 -2.238 0.059
O: -5.500 -2.137 -0.134
C: -6.221 -2.458 1.003
O: -7.405 -2.312 1.169
O: -5.406 -3.120 1.766
H: -3.403 -2.466 2.102
H: -3.703 -4.000 1.143
H: -3.687 -2.758 -0.768
H: -3.763 -1.252 0.281
C: -0.865 6.147 0.296
O: -1.764 5.033 0.352
C: -1.434 3.820 0.554
O: -0.329 3.472 0.868
O: -2.494 3.026 0.496
C: -2.350 1.717 1.009
H: -0.069 6.039 -0.441
H: -0.331 6.185 1.245
H: -1.397 7.094 0.202
H: -1.510 1.496 1.666
H: -2.104 1.115 0.134
H: -3.165 1.270 1.579
C: 2.568 0.703 -4.300
O: 1.372 -0.010 -4.214
C: 0.734 -0.097 -3.045
O: 0.921 0.736 -2.139
O: -0.111 -1.150 -3.083
C: -0.922 -1.557 -2.085
H: 2.763 1.007 -5.329
H: 3.337 0.110 -3.805
H: 2.463 1.674 -3.815
H: -1.234 -2.573 -2.326
H: -1.849 -1.023 -1.876
H: -0.297 -1.557 -1.192
C: 6.450 0.551 0.476
O: 5.860 -0.669 0.223
C: 4.572 -0.737 0.095
O: 3.724 0.228 0.227
O: 4.241 -2.055 -0.072
C: 2.938 -2.428 0.087
H: 5.877 1.476 0.551
H: 7.219 0.805 -0.253
H: 6.869 0.558 1.482
H: 2.883 -3.444 -0.304
H: 2.151 -1.938 -0.486
H: 2.595 -2.367 1.120

***

# 8
The following is a DFT calculation (wB97M-V/def2-TZVPD) of C3H4Br2O as an isolated structure.

Summary:
Energy above the lowest of the compared OMol25 structures with the same formula, charge and spin ... 77.66 kJ/mol
Total energy ... -145306.4786 eV
Strongest force on any atom ... 5.9 eV/A
HOMO energy ... -8.243 eV
Orbital gap ... 9.0 eV

Atoms and positions in Å:
C: 0.483 -0.380 -0.172
C: 1.921 -0.133 -0.030
C: -1.714 0.353 0.120
O: -0.365 0.646 -0.182
Br: 3.119 -1.572 -0.146
Br: 2.609 1.607 0.022
H: 0.139 -1.402 -0.199
H: -1.837 0.182 1.194
H: -2.064 -0.526 -0.429
H: -2.291 1.226 -0.177

***

# 9
The following is a DFT calculation (wB97M-V/def2-TZVPD) of a 2-piece molecular cluster, C2H3NS overall.

Summary:
Energy above the lowest of the compared OMol25 structures with the same formula, charge and spin ... 304.04 kJ/mol
Total energy ... -14444.3179 eV
Strongest force on any atom ... 2.4 eV/A
HOMO energy ... -9.400 eV
Orbital gap ... 9.1 eV

Atoms and positions in Å:
C: -2.665 0.816 -0.493
C: 0.899 -0.533 0.080
N: 1.991 -0.068 -0.297
S: -3.136 0.514 0.916
H: 0.784 -1.657 -0.025
H: -0.116 -0.003 0.330
H: 2.242 0.931 -0.511

***

# 10
The following is a DFT calculation (wB97M-V/def2-TZVPD) of C31H21ClF3N2O6S2Tl as an isolated structure.

Summary:
Energy above the lowest of the compared OMol25 structures with the same formula, charge and spin ... 39.64 kJ/mol
Total energy ... -94796.1059 eV
Strongest force on any atom ... 0.5 eV/A
HOMO energy ... -2.573 eV
Orbital gap ... 6.6 eV
Charge ... -2

Atoms and positions in Å:
Tl: -0.285 -0.235 -0.119
C: -1.024 4.405 6.824
C: -0.999 3.164 5.969
C: -1.091 1.899 6.535
C: -1.062 0.757 5.742
C: -0.944 0.883 4.368
C: -0.857 2.140 3.782
C: -0.882 3.267 4.583
S: -0.925 -0.557 3.316
O: -2.118 -0.472 2.509
O: -0.781 -1.689 4.205
N: 0.296 -0.330 2.337
C: 1.602 -0.396 2.773
C: 2.018 -0.568 4.084
C: 3.381 -0.555 4.440
C: 4.365 -0.383 3.513
C: 3.998 -0.229 2.154
C: 4.953 -0.062 1.125
C: 4.551 0.068 -0.170
C: 3.170 0.026 -0.456
N: 2.268 -0.124 0.474
C: 2.637 -0.244 1.775
H: -1.122 4.152 7.880
H: -1.861 5.052 6.553
H: -0.109 4.988 6.700
H: -1.180 1.803 7.613
H: -1.122 -0.235 6.172
H: -0.767 2.226 2.706
H: -0.808 4.248 4.125
H: 1.282 -0.735 4.854
H: 3.643 -0.689 5.484
H: 5.413 -0.371 3.790
H: 6.006 -0.042 1.388
H: 5.264 0.198 -0.974
H: 2.788 0.119 -1.468
O: 0.119 0.918 -4.269
C: 0.230 1.151 -3.065
O: 0.579 0.288 -2.190
C: -0.049 2.598 -2.609
C: -0.141 3.510 -3.667
C: -0.320 4.868 -3.487
C: -0.423 5.356 -2.189
C: -0.355 4.480 -1.128
C: -0.171 3.092 -1.294
S: -0.127 2.243 0.256
H: -0.060 3.088 -4.659
H: -0.383 5.533 -4.340
H: -0.562 6.416 -2.003
H: -0.451 4.853 -0.115
F: -0.291 -2.974 -1.438
C: 0.018 -2.437 -0.241
F: -0.670 -3.126 0.691
F: 1.334 -2.757 -0.027
Cl: -8.893 1.267 0.718
C: -7.278 0.675 0.344
C: -7.135 -0.580 -0.220
C: -5.856 -1.041 -0.503
C: -4.743 -0.253 -0.250
C: -4.913 1.006 0.314
C: -6.183 1.475 0.624
C: -3.350 -0.780 -0.562
O: -3.189 -1.993 -0.629
O: -2.477 0.146 -0.687
H: -8.009 -1.185 -0.423
H: -5.700 -2.030 -0.916
H: -4.031 1.604 0.506
H: -6.325 2.448 1.075

***

# 11
The following is a DFT calculation (wB97M-V/def2-TZVPD) of one molecule with the formula C4H5F3S.

Summary:
Energy above the lowest of the compared OMol25 structures with the same formula, charge and spin ... 62.88 kJ/mol
Total energy ... -23215.2394 eV
Strongest force on any atom ... 4.9 eV/A
HOMO energy ... -9.068 eV
Orbital gap ... 8.4 eV

Atoms and positions in Å:
C: 1.170 0.357 0.758
C: -0.282 0.315 0.338
C: -0.839 -1.383 0.601
S: -2.348 -1.945 0.447
C: -0.379 0.588 -1.190
F: 0.040 1.839 -1.415
F: -1.576 0.371 -1.679
F: 0.593 -0.126 -1.957
H: 1.660 0.724 -0.095
H: 1.395 0.962 1.749
H: 1.516 -0.616 0.937
H: -0.955 0.948 0.827
H: 0.004 -2.034 0.680